[1]
DFT (the ωB97M-V functional and the def2-TZVPD basis) results for a molecular structure, C2H3LiO4Pb in a non-equilibrium geometry.

Gap between HOMO and LUMO (spin up / spin down)   7.894 / 5.206 eV
M   305.18 g mol⁻¹
2S+1   1
E_HOMO (spin up / spin down)   -8.53 / -5.73 eV
Net charge   0
ΔE to the lowest compared entry with this formula, charge and spin   0.0 kcal per mole

Geometry (Å):
O (0.72022, 0.64528, -0.97361)
C (1.09015, -0.03035, -1.92838)
C (0.83115, -1.50320, -1.96247)
O (0.18814, -1.96385, -0.85232)
O (-1.86531, 1.57528, 2.29844)
O (-0.51242, 1.51375, 2.98628)
Pb (-0.26107, -0.64110, 0.55755)
Li (-0.30553, 2.25265, 0.93656)
H (1.55752, 0.45532, -2.80404)
H (1.83046, -1.96589, -2.14225)
H (0.28148, -1.67644, -2.91779)

Cartesian forces (eV/Å) of the 2 atoms listed first:
0.5634 1.2029 -0.3636
0.0251 -0.1827 -0.9582

How is the electron density shared among the atoms? According to Löwdin, the charges in e are: -0.256 -0.222 -0.360 -0.513 -0.466 -0.465 1.187 0.678 0.143 0.137 0.137



[2]
DFT (the ωB97M-V functional and the def2-TZVPD basis) results for 2 unconnected molecules or ions with the total composition C4H7ClS in a non-equilibrium geometry.

Gap between HOMO and LUMO   8.566 eV
M   122.62 g mol⁻¹
2S+1   1
E_HOMO   -8.26 eV
Net charge   0
ΔE to the lowest compared entry with this formula, charge and spin   98.3 kcal per mole

Geometry (Å):
C (0.81302, 2.57642, 0.19773)
C (-1.84818, -1.44300, 0.44199)
C (0.46591, -0.99608, -0.29148)
C (-0.90837, -0.54336, 0.25615)
S (2.24248, 1.65691, -0.28890)
Cl (-1.09571, 1.12506, 0.50837)
H (0.77793, 2.82659, 1.22773)
H (1.98581, 1.70639, -1.61408)
H (-1.69519, -2.48431, 0.03944)
H (-2.82466, -1.12822, 0.85272)
H (0.18095, -1.72935, -1.04668)
H (0.87978, -0.24121, -0.84121)
H (1.02623, -1.32583, 0.55823)

Cartesian forces (eV/Å) of the 2 atoms listed first:
1.6993 -0.2867 -2.7149
-1.4061 -0.4888 -0.1784

How is the electron density shared among the atoms? According to Löwdin, the charges in e are: -0.519 -0.042 -0.122 -0.779 0.633 0.785 -0.101 -0.124 0.091 0.066 0.084 -0.054 0.084



[3]
DFT (the ωB97M-V functional and the def2-TZVPD basis) results for a molecular structure, C22H62AsF6O9 in a non-equilibrium geometry.

Gap between HOMO and LUMO   9.455 eV
M   659.64 g mol⁻¹
2S+1   1
E_HOMO   -7.28 eV
Net charge   -1
ΔE to the lowest compared entry with this formula, charge and spin   21.6 kcal per mole

Geometry (Å):
As (-9.44616, 3.79092, -17.66351)
F (-11.11492, 4.03348, -18.13551)
F (-9.19596, 2.69163, -19.00883)
F (-7.77636, 3.59100, -17.20696)
F (-9.62017, 4.97593, -16.38422)
F (-9.91047, 2.50435, -16.57150)
F (-8.96387, 5.10562, -18.75708)
C (-11.67492, 1.98795, -21.44341)
C (-13.05385, 1.63656, -21.96815)
O (-14.07226, 2.12240, -21.08363)
H (-11.55799, 3.05537, -21.23122)
H (-10.94941, 1.86206, -22.25647)
H (-11.37990, 1.40995, -20.57084)
H (-13.09629, 0.55624, -22.09968)
H (-13.14125, 2.11803, -22.94697)
H (-14.21722, 3.02389, -21.38586)
C (-6.41056, 5.52896, -14.55990)
C (-7.19892, 6.71532, -15.10279)
O (-8.48127, 6.75632, -14.46007)
H (-5.43361, 5.48807, -15.04626)
H (-6.89498, 4.56636, -14.72337)
H (-6.36710, 5.70419, -13.48324)
H (-7.42376, 6.59167, -16.16517)
H (-6.68225, 7.63876, -14.85184)
H (-9.03227, 6.07902, -14.87157)
C (-8.23462, 5.23786, -22.10001)
C (-8.16527, 3.77789, -22.54463)
O (-7.97765, 2.91336, -21.42869)
H (-8.56942, 5.88768, -22.91148)
H (-7.28415, 5.52835, -21.65675)
H (-9.02366, 5.35293, -21.35066)
H (-7.31002, 3.62205, -23.20101)
H (-9.10348, 3.52468, -23.05098)
H (-8.64446, 3.13658, -20.75764)
C (-14.01956, 5.34643, -16.43588)
C (-14.20012, 6.86397, -16.33119)
O (-15.47282, 7.18922, -15.80080)
H (-13.01934, 5.18192, -16.83815)
H (-14.70484, 4.95579, -17.18879)
H (-14.21101, 4.85950, -15.48243)
H (-14.10386, 7.25400, -17.35519)
H (-13.35262, 7.28404, -15.77509)
H (-15.60064, 8.12804, -15.97001)
C (-13.44328, 1.31785, -17.58747)
C (-14.77961, 1.99786, -17.86685)
O (-15.48055, 1.27210, -18.87191)
H (-12.83763, 1.88359, -16.87786)
H (-12.86932, 1.32360, -18.51714)
H (-13.60246, 0.27624, -17.31139)
H (-14.57395, 2.99835, -18.27115)
H (-15.38712, 2.19283, -16.98226)
H (-14.94031, 1.44738, -19.66123)
C (-3.04999, 5.87157, -17.79279)
C (-4.34881, 6.54063, -18.19728)
C (-5.52237, 5.57375, -18.21925)
O (-4.61348, 7.61314, -17.28601)
H (-2.82813, 5.12244, -18.55229)
H (-3.14285, 5.46911, -16.78498)
H (-2.23982, 6.60347, -17.78938)
H (-4.23662, 7.01496, -19.18055)
H (-5.61069, 4.99159, -17.30058)
H (-5.45028, 4.87907, -19.05460)
H (-6.46157, 6.13093, -18.23831)
H (-5.48157, 7.99328, -17.44540)
C (-8.84327, 3.49578, -12.66286)
C (-8.87444, 2.01145, -12.97175)
C (-10.28731, 1.48447, -13.24516)
O (-7.99616, 1.66842, -14.03114)
H (-7.89351, 3.89714, -12.31343)
H (-9.60890, 3.73346, -11.92125)
H (-9.05524, 4.00160, -13.60922)
H (-8.50901, 1.47566, -12.09093)
H (-11.03695, 2.22896, -13.53079)
H (-10.69874, 1.09485, -12.30681)
H (-10.32122, 0.69056, -13.98786)
H (-8.38382, 1.89592, -14.88579)
C (-5.18342, 1.59789, -19.45396)
C (-5.39971, 0.67840, -20.66405)
C (-6.64421, -0.20257, -20.50994)
O (-5.51294, 1.44648, -21.85578)
H (-4.85671, 0.95757, -18.62376)
H (-6.09614, 2.13179, -19.19148)
H (-4.35231, 2.30396, -19.50933)
H (-4.53732, 0.01114, -20.72927)
H (-7.58803, 0.33695, -20.57928)
H (-6.69360, -0.68516, -19.52779)
H (-6.56964, -0.98419, -21.26650)
H (-6.28063, 2.03121, -21.72895)
C (-11.28163, 7.24605, -20.05193)
C (-10.01195, 8.06512, -20.26280)
C (-10.24891, 9.55660, -20.20623)
O (-9.04707, 7.76642, -19.25611)
H (-11.05719, 6.19159, -19.88989)
H (-11.91463, 7.26946, -20.94334)
H (-11.79528, 7.66435, -19.18588)
H (-9.53668, 7.81693, -21.22037)
H (-10.46216, 9.89255, -19.18883)
H (-11.06039, 9.87602, -20.86114)
H (-9.33555, 10.08699, -20.48421)
H (-8.90320, 6.80098, -19.22591)

Cartesian forces (eV/Å) of the 2 atoms listed first:
0.1990 0.3771 0.1476
0.6313 -0.1716 0.1253

Löwdin population analysis, charges in e, atoms 1 to 99: 0.812 -0.253 -0.251 -0.238 -0.244 -0.244 -0.271 -0.089 -0.281 -0.086 0.075 0.071 0.072 0.116 0.109 0.101 -0.082 -0.299 -0.107 0.059 0.056 0.072 0.089 0.109 0.034 -0.074 -0.290 -0.113 0.075 0.084 0.052 0.113 0.099 0.050 -0.078 -0.335 -0.079 0.062 0.057 0.079 0.102 0.110 0.076 -0.073 -0.326 -0.106 0.064 0.056 0.073 0.086 0.107 0.025 -0.055 -0.489 -0.056 -0.064 0.078 0.079 0.075 0.130 0.064 0.077 0.061 0.079 -0.055 -0.492 -0.062 -0.055 0.073 0.081 0.066 0.126 0.074 0.070 0.076 0.061 -0.058 -0.483 -0.058 -0.071 0.077 0.066 0.068 0.126 0.067 0.077 0.072 0.042 -0.046 -0.509 -0.067 -0.069 0.053 0.077 0.079 0.117 0.082 0.076 0.075